(1)
Molecular formula: C8H15N3O
Method: DFT, ωB97M-V/def2-TZVPD

Values from the calculation:
- lowest unoccupied orbital energy (spin up / spin down) (eV) = -0.54 / -0.21
- relative energy (zero: lowest compared OMol25 entry of this formula, charge and spin) (kJ/mol) = 525.6

Each line ends with the natural charge from an NBO analysis.
Element x y z (Å)
C1 -2.581 0.088 0.936  -0.220
C2 -4.007 -0.200 1.035  0.361
C3 2.652 0.489 0.690  -0.402
C4 1.792 1.801 0.281  -0.395
C5 2.311 -0.679 -0.254  -0.410
C6 0.275 1.412 0.229  -0.293
C7 0.745 -0.898 -0.233  -0.097
C8 0.438 -2.069 -1.241  -0.604
N1 -2.917 0.436 -1.322  -0.319
N2 -2.288 0.297 -0.268  0.026
N3 0.065 0.285 -0.605  -0.273
O1 -4.821 -0.124 0.148  -0.496
H1 -1.928 0.137 1.838  0.223
H2 -4.159 -0.633 2.082  0.104
H3 3.645 0.798 0.671  0.209
H4 2.358 0.303 1.732  0.190
H5 2.083 2.751 0.930  0.224
H6 2.174 2.128 -0.790  0.198
H7 2.601 -0.305 -1.235  0.210
H8 2.861 -1.619 0.036  0.221
H9 -0.022 1.239 1.234  0.179
H10 -0.255 2.320 -0.245  0.207
H11 0.381 -1.252 0.840  0.170
H12 -0.709 -2.234 -1.310  0.209
H13 1.041 -2.889 -0.855  0.209
H14 0.735 -1.710 -2.191  0.209
H15 -2.470 0.129 -2.132  0.360

---

(2)
Molecular formula: C8H15N3O5
Method: DFT, ωB97M-V/def2-TZVPD

Values from the calculation:
- lowest unoccupied orbital energy (eV) = -0.10
- relative energy (zero: lowest compared OMol25 entry of this formula, charge and spin) (kJ/mol) = 559.9

Each line ends with the natural charge from an NBO analysis.
Element x y z (Å)
C1 1.425 -1.861 -0.034  -0.149
C2 0.273 -1.123 -0.726  0.710
C3 0.900 -3.143 0.758  -0.522
C4 0.051 -2.455 1.765  0.656
C5 -0.553 1.190 -1.235  -0.220
C6 0.140 2.365 -1.802  0.802
C7 -1.705 1.582 -0.285  0.114
C8 -1.210 2.122 1.185  -0.629
H1 1.498 -0.464 1.460  0.400
H2 3.129 -1.472 1.059  0.399
H3 2.149 -2.370 -0.636  0.239
H4 0.542 -3.913 -0.022  0.257
H5 1.734 -3.691 1.297  0.238
H6 -1.590 -1.194 1.791  0.354
H7 -1.267 -1.902 0.186  0.418
H8 1.430 0.629 -0.634  0.471
H9 -1.049 0.506 -1.962  0.278
H10 -2.391 0.676 -0.267  0.200
H11 -1.971 3.053 -2.069  0.497
H12 -2.029 2.493 1.719  0.229
H13 -0.729 1.222 1.620  0.211
H14 -0.622 2.988 0.985  0.210
H15 2.064 3.237 -1.828  0.537
N1 2.228 -0.942 0.699  -0.865
N2 -1.296 -2.175 1.311  -0.882
N3 0.505 0.200 -0.941  -0.593
O1 -0.813 -1.725 -1.090  -0.671
O2 0.462 -1.892 2.797  -0.641
O3 -0.165 2.956 -2.815  -0.571
O4 -2.535 2.602 -0.973  -0.759
O5 1.396 2.502 -1.315  -0.717

---

(3)
Molecular formula: C8H15N3OS
Method: DFT, ωB97M-V/def2-TZVPD

Values from the calculation:
- SMILES string = C=C(CCCCC)/N=C\N=S(=N)=O
- lowest unoccupied orbital energy (eV) = -0.54
- relative energy (zero: lowest compared OMol25 entry of this formula, charge and spin) (kJ/mol) = 225.6

Each line ends with the natural charge from an NBO analysis.
Element x y z (Å)
C1 2.253 2.125 -2.008  0.286
C2 0.101 1.216 -1.540  0.158
C3 -0.595 0.907 -2.636  -0.475
C4 -0.787 -2.345 2.408  -0.604
C5 -0.538 1.335 -0.180  -0.436
C6 0.386 -2.071 1.473  -0.389
C7 0.080 0.374 0.838  -0.389
C8 0.034 -1.078 0.363  -0.402
N1 1.967 3.270 -2.699  -0.870
N2 1.480 1.267 -1.521  -0.452
N3 0.538 5.351 -3.382  -1.000
O1 0.374 4.478 -1.040  -0.832
S1 0.873 4.288 -2.365  2.167
H1 3.324 1.941 -1.942  0.185
H2 -0.119 0.805 -3.596  0.200
H3 -1.653 0.729 -2.587  0.206
H4 -1.605 -2.812 1.863  0.199
H5 -1.155 -1.424 2.853  0.198
H6 -0.486 -3.013 3.212  0.207
H7 -0.414 2.361 0.177  0.228
H8 -1.606 1.135 -0.279  0.209
H9 0.703 -3.015 1.023  0.199
H10 1.230 -1.683 2.049  0.193
H11 1.120 0.657 1.014  0.208
H12 -0.462 0.477 1.781  0.200
H13 0.736 -1.191 -0.464  0.214
H14 -0.964 -1.307 -0.019  0.190
H15 0.936 5.172 -4.291  0.401

---

(4)
Molecular formula: C8H15N3S3
Method: DFT, ωB97M-V/def2-TZVPD

Values from the calculation:
- SMILES string = CCCNC(=S)NN1[C@H]2CS[C@@H]1CS2
- lowest unoccupied orbital energy (eV) = 0.44

Each line ends with the natural charge from an NBO analysis.
Element x y z (Å)
S1 0.815 -0.533 -2.669  -0.294
S2 -1.658 -2.961 0.880  0.081
S3 1.818 -3.468 1.505  0.243
C1 -0.013 0.119 -1.372  0.299
N1 -0.210 -0.585 -0.260  -0.453
N2 -0.748 1.200 -1.656  -0.590
N3 0.567 -1.749 0.091  -0.254
C2 0.011 4.588 -0.092  -0.607
C3 0.773 -4.166 0.250  -0.561
C4 -0.551 -2.121 2.142  -0.541
C5 -0.829 2.286 -0.668  -0.231
C6 -0.093 -2.988 -0.246  -0.113
C7 0.817 -1.956 1.510  -0.203
C8 0.326 3.242 -0.881  -0.412
H1 -0.885 -0.241 0.359  0.383
H2 -0.483 1.580 -2.535  0.408
H3 0.649 5.419 -0.440  0.217
H4 -1.046 4.813 -0.196  0.202
H5 0.220 4.473 0.968  0.203
H6 0.314 -4.985 0.689  0.233
H7 1.395 -4.583 -0.593  0.231
H8 -1.041 -1.238 2.419  0.210
H9 -0.473 -2.783 2.962  0.238
H10 -0.770 1.894 0.353  0.187
H11 -1.820 2.702 -0.627  0.204
H12 -0.274 -3.145 -1.272  0.252
H13 1.455 -1.161 1.852  0.247
H14 1.276 2.823 -0.532  0.216
H15 0.458 3.524 -1.940  0.204

---

(5)
Molecular formula: C8H15O2P
Method: DFT, ωB97M-V/def2-TZVPD

Values from the calculation:
- lowest unoccupied orbital energy (spin up / spin down) (eV) = -0.16 / -0.21
- relative energy (zero: lowest compared OMol25 entry of this formula, charge and spin) (kJ/mol) = 641.0

Each line ends with the natural charge from an NBO analysis.
Element x y z (Å)
C1 0.030 0.057 0.138  -0.527
C2 0.253 1.268 0.733  0.362
C3 -2.368 0.985 -0.307  -0.627
C4 -1.874 -0.703 1.541  -0.621
C5 -1.852 -1.332 -0.976  -0.618
C6 1.499 2.250 -1.019  -0.293
C7 3.613 -1.327 0.558  -0.241
C8 -1.455 -0.219 0.134  -0.028
O1 0.843 2.290 0.304  -0.435
O2 2.559 -0.863 -0.228  -0.828
P1 1.005 -1.473 -0.172  0.780
H1 -2.242 1.692 0.466  0.210
H2 -1.914 1.401 -1.182  0.206
H3 -3.460 0.678 -0.317  0.220
H4 -1.087 -1.432 1.914  0.224
H5 -2.858 -1.126 1.408  0.205
H6 -1.790 0.308 2.113  0.227
H7 -2.920 -1.405 -0.828  0.211
H8 -1.378 -2.222 -0.732  0.202
H9 -1.341 -0.875 -1.920  0.222
H10 1.937 1.265 -1.181  0.221
H11 2.282 3.026 -1.015  0.208
H12 0.707 2.301 -1.725  0.194
H13 3.250 -2.013 1.420  0.172
H14 4.282 -0.576 0.865  0.184
H15 4.280 -1.954 0.007  0.169

---

(6)
Molecular formula: C8H15O4Si
Method: DFT, ωB97M-V/def2-TZVPD

Values from the calculation:
- lowest unoccupied orbital energy (eV) = 3.40
- relative energy (zero: lowest compared OMol25 entry of this formula, charge and spin) (kJ/mol) = 375.5
- total charge = -1

Each line ends with the natural charge from an NBO analysis.
Element x y z (Å)
C1 1.024 -2.463 -0.022  0.758
C2 -1.401 0.233 0.053  0.503
C3 0.414 -1.213 2.188  -0.657
C4 -3.453 -0.427 -1.074  -0.255
C5 0.115 2.402 0.333  -1.129
C6 2.371 0.919 0.322  -1.124
C7 0.719 0.091 -2.081  -1.111
C8 0.948 -1.343 0.828  -0.138
O1 2.253 -2.181 0.634  -0.582
O2 0.598 -3.371 -0.700  -0.611
O3 -1.862 0.735 1.065  -0.689
O4 -2.054 -0.190 -1.082  -0.551
Si1 0.604 0.583 -0.245  1.487
H1 1.041 -0.532 2.655  0.206
H2 -0.602 -0.897 2.259  0.246
H3 0.507 -2.111 2.793  0.183
H4 -4.084 0.514 -1.507  0.154
H5 -3.803 -0.678 -0.121  0.183
H6 -3.674 -1.247 -1.705  0.179
H7 -0.698 2.106 1.080  0.260
H8 0.845 2.839 0.953  0.202
H9 -0.235 3.035 -0.464  0.212
H10 2.297 1.006 1.339  0.198
H11 3.084 0.196 0.111  0.216
H12 2.904 1.844 -0.136  0.189
H13 1.259 0.885 -2.465  0.208
H14 1.107 -0.872 -2.476  0.238
H15 -0.223 0.137 -2.536  0.228

---

(7)
Molecular formula: C8H15O4Si
Method: DFT, ωB97M-V/def2-TZVPD

Values from the calculation:
- lowest unoccupied orbital energy (eV) = 3.36
- relative energy (zero: lowest compared OMol25 entry of this formula, charge and spin) (kJ/mol) = 0.0
- total charge = -1

Each line ends with the natural charge from an NBO analysis.
Element x y z (Å)
C1 -0.582 -2.347 -0.427  0.783
C2 -1.154 -0.260 -1.659  0.832
C3 -1.984 -0.718 0.739  -0.610
C4 -2.499 1.374 -2.801  -0.275
C5 0.552 1.043 1.411  -1.115
C6 2.213 -1.296 1.745  -1.121
C7 2.083 -0.058 -1.069  -1.102
C8 -0.883 -0.930 -0.324  -0.625
O1 0.671 -2.521 -0.155  -0.762
O2 -1.391 -3.187 -0.738  -0.668
O3 -0.555 -0.549 -2.671  -0.633
O4 -2.222 0.621 -1.635  -0.542
Si1 0.994 -0.652 0.434  1.712
H1 -2.145 0.291 1.164  0.213
H2 -2.874 -1.179 0.185  0.214
H3 -1.983 -1.367 1.542  0.204
H4 -1.771 0.891 -3.589  0.222
H5 -2.371 2.392 -2.589  0.176
H6 -3.597 1.118 -3.146  0.169
H7 -0.023 1.815 0.808  0.205
H8 0.078 0.751 2.363  0.203
H9 1.524 1.392 1.692  0.202
H10 2.694 -2.088 1.111  0.230
H11 3.038 -0.785 2.031  0.209
H12 1.644 -1.726 2.610  0.217
H13 2.943 -0.828 -1.172  0.212
H14 1.455 -0.013 -1.898  0.242
H15 2.665 0.861 -0.781  0.208

---

(8)
Molecular formula: C8H15O5
Method: DFT, ωB97M-V/def2-TZVPD

Values from the calculation:
- lowest unoccupied orbital energy (spin up / spin down) (eV) = -4.58 / -4.58
- total charge = +1

Each line ends with the natural charge from an NBO analysis.
Element x y z (Å)
C1 -1.504 -0.169 0.660  0.546
C2 -1.412 1.332 -1.315  0.284
C3 -0.400 0.231 -3.142  -0.091
C4 0.474 -1.012 -2.809  -0.094
C5 -0.567 1.331 2.773  -0.099
C6 0.421 0.210 2.609  -0.079
C7 1.008 -1.308 0.828  -0.114
C8 1.415 -1.070 -0.675  -0.094
O1 -1.899 -1.263 0.815  -0.545
O2 -0.383 1.200 -2.060  -0.393
O3 -1.831 0.856 2.382  -0.647
O4 0.410 -0.112 1.211  -0.515
O5 0.346 -1.473 -1.519  -0.520
H1 -2.270 0.872 -1.652  0.189
H2 -1.311 2.303 -0.721  0.233
H3 0.080 0.684 -4.050  0.228
H4 -1.435 0.251 -3.296  0.184
H5 -0.111 -1.771 -3.313  0.224
H6 1.416 -0.847 -3.231  0.200
H7 -0.155 2.075 2.191  0.179
H8 -0.659 1.603 3.782  0.208
H9 0.079 -0.608 3.158  0.198
H10 1.520 0.420 2.834  0.216
H11 1.826 -1.669 1.325  0.208
H12 0.326 -2.245 0.741  0.215
H13 2.216 -1.667 -1.044  0.197
H14 1.641 0.094 -0.549  0.186
H15 -2.406 1.568 2.286  0.494

---

(9)
Molecular formula: C8H15O6PS
Method: DFT, ωB97M-V/def2-TZVPD

Values from the calculation:
- SMILES string = C=C[C@H]1CO[C@H](S(C)(=O)=O)[C@H]1CP(=O)(O)O
- lowest unoccupied orbital energy (eV) = -0.42
- relative energy (zero: lowest compared OMol25 entry of this formula, charge and spin) (kJ/mol) = 0.0

Each line ends with the natural charge from an NBO analysis.
Element x y z (Å)
C1 3.564 0.370 -0.570  -0.393
C2 2.238 0.419 -0.816  -0.171
C3 1.238 -0.657 -0.492  -0.291
C4 1.582 -1.657 0.578  -0.073
O1 0.342 -2.387 0.658  -0.502
C5 -0.644 -1.382 0.729  -0.159
S1 -2.274 -1.837 0.097  2.155
C6 -2.434 -1.346 -1.603  -0.889
O2 -3.213 -1.041 0.845  -0.946
O3 -2.494 -3.249 0.242  -0.923
C7 -0.059 -0.075 0.120  -0.234
C8 0.146 1.014 1.197  -0.843
P1 -0.734 2.580 0.948  2.347
O4 -0.994 3.183 2.253  -1.081
O5 -2.128 2.288 0.214  -0.962
O6 0.163 3.582 0.072  -0.965
H1 4.158 -0.499 -0.831  0.207
H2 4.049 1.245 -0.151  0.211
H3 1.846 1.300 -1.328  0.182
H4 1.058 -1.253 -1.395  0.227
H5 2.448 -2.299 0.459  0.215
H6 1.691 -1.192 1.566  0.172
H7 -0.865 -1.253 1.792  0.227
H8 -3.237 -1.934 -2.035  0.274
H9 -2.743 -0.304 -1.614  0.242
H10 -1.503 -1.425 -2.159  0.236
H11 -0.573 0.355 -0.740  0.213
H12 -0.203 0.694 2.175  0.276
H13 1.205 1.244 1.313  0.265
H14 -2.080 2.297 -0.748  0.493
H15 0.449 3.217 -0.775  0.490

---

(10)
Molecular formula: C8H16
Method: DFT, ωB97M-V/def2-TZVPD

Values from the calculation:
- lowest unoccupied orbital energy (eV) = 1.10
- relative energy (zero: lowest compared OMol25 entry of this formula, charge and spin) (kJ/mol) = 380.5

Each line ends with the natural charge from an NBO analysis.
Element x y z (Å)
C1 0.317 -0.379 0.019  -0.140
C2 -0.093 1.591 -0.363  -0.178
C3 -0.698 -0.319 0.995  -0.344
C4 0.111 -1.186 -1.228  -0.642
C5 1.219 2.246 0.020  -0.633
C6 -0.464 1.815 -1.812  -0.641
C7 -0.031 -1.898 1.987  -0.216
C8 -0.613 -3.076 1.838  -0.451
H1 1.348 -0.396 0.364  0.208
H2 -0.889 2.005 0.261  0.184
H3 -0.697 0.402 1.802  0.214
H4 -1.686 -0.644 0.688  0.214
H5 0.619 -1.674 2.830  0.180
H6 0.410 -2.219 -1.049  0.224
H7 -0.924 -1.158 -1.563  0.209
H8 0.745 -0.804 -2.029  0.216
H9 1.206 3.324 -0.184  0.200
H10 1.439 2.107 1.080  0.205
H11 2.048 1.821 -0.551  0.200
H12 0.283 1.392 -2.487  0.202
H13 -1.443 1.395 -2.048  0.207
H14 -0.536 2.885 -2.042  0.206
H15 -0.449 -3.924 2.500  0.192
H16 -1.223 -3.307 0.968  0.185

---

(11)
Molecular formula: C8H16
Method: DFT, ωB97M-V/def2-TZVPD

Values from the calculation:
- SMILES string = C/C=C/CCCCC
- lowest unoccupied orbital energy (eV) = 1.20
- relative energy (zero: lowest compared OMol25 entry of this formula, charge and spin) (kJ/mol) = 250.0

Each line ends with the natural charge from an NBO analysis.
Element x y z (Å)
C1 -2.069 -1.422 -2.309  -0.610
C2 -0.653 -2.113 -1.843  -0.397
C3 0.622 -1.358 -1.328  -0.407
C4 0.477 -1.022 0.154  -0.390
C5 -0.362 0.318 0.376  -0.465
C6 0.568 1.176 1.029  -0.184
C7 0.558 1.789 2.281  -0.194
C8 1.420 2.879 2.654  -0.654
H1 -2.916 -1.447 -1.664  0.204
H2 -2.203 -1.820 -3.230  0.202
H3 -1.992 -0.386 -2.400  0.195
H4 -1.105 -2.729 -1.019  0.201
H5 -0.452 -2.736 -2.678  0.196
H6 1.424 -1.997 -1.648  0.213
H7 0.862 -0.408 -1.869  0.201
H8 0.292 -1.751 0.956  0.217
H9 1.495 -0.678 0.453  0.209
H10 -0.887 0.680 -0.544  0.226
H11 -1.218 -0.045 1.028  0.205
H12 1.171 1.859 0.337  0.190
H13 -0.315 1.542 2.858  0.192
H14 2.212 3.103 1.975  0.216
H15 2.129 2.743 3.573  0.212
H16 0.942 3.824 2.861  0.221

---

(12)
Molecular formula: C8H16BN
Method: DFT, ωB97M-V/def2-TZVPD

Values from the calculation:
- lowest unoccupied orbital energy (eV) = 0.64
- relative energy (zero: lowest compared OMol25 entry of this formula, charge and spin) (kJ/mol) = 313.8

Each line ends with the natural charge from an NBO analysis.
Element x y z (Å)
B1 0.586 -0.183 0.193  1.007
C1 -1.609 -1.670 0.352  -0.310
C2 -2.373 -0.610 0.160  -0.136
C3 -1.737 0.742 -0.147  -0.209
C4 -3.873 -0.634 0.272  -0.645
C5 2.870 -0.929 1.306  -0.586
C6 2.468 -0.491 -1.132  -0.607
C7 0.258 2.150 -0.591  -0.389
C8 2.099 -0.116 0.261  -0.683
N1 -0.245 0.819 -0.131  -0.746
H1 -1.833 -2.697 0.424  0.175
H2 -2.117 0.928 -1.141  0.195
H3 -1.921 1.516 0.479  0.187
H4 -4.144 -0.339 1.301  0.216
H5 -4.459 -1.562 0.006  0.226
H6 -4.377 0.093 -0.387  0.203
H7 4.023 -0.746 1.447  0.209
H8 2.678 -1.962 1.080  0.209
H9 2.482 -0.758 2.361  0.212
H10 3.530 -0.373 -1.203  0.217
H11 1.999 -1.472 -1.396  0.224
H12 2.123 0.145 -1.908  0.211
H13 -0.231 2.784 0.043  0.196
H14 1.316 2.157 -0.432  0.205
H15 0.105 2.251 -1.774  0.197
H16 2.383 0.956 0.558  0.221

---

Please write out number 2 again, unchanged.
Molecular formula: C8H15N3O5
Method: DFT, ωB97M-V/def2-TZVPD

Values from the calculation:
- lowest unoccupied orbital energy (eV) = -0.10
- relative energy (zero: lowest compared OMol25 entry of this formula, charge and spin) (kJ/mol) = 559.9

Each line ends with the natural charge from an NBO analysis.
Element x y z (Å)
C1 1.425 -1.861 -0.034  -0.149
C2 0.273 -1.123 -0.726  0.710
C3 0.900 -3.143 0.758  -0.522
C4 0.051 -2.455 1.765  0.656
C5 -0.553 1.190 -1.235  -0.220
C6 0.140 2.365 -1.802  0.802
C7 -1.705 1.582 -0.285  0.114
C8 -1.210 2.122 1.185  -0.629
H1 1.498 -0.464 1.460  0.400
H2 3.129 -1.472 1.059  0.399
H3 2.149 -2.370 -0.636  0.239
H4 0.542 -3.913 -0.022  0.257
H5 1.734 -3.691 1.297  0.238
H6 -1.590 -1.194 1.791  0.354
H7 -1.267 -1.902 0.186  0.418
H8 1.430 0.629 -0.634  0.471
H9 -1.049 0.506 -1.962  0.278
H10 -2.391 0.676 -0.267  0.200
H11 -1.971 3.053 -2.069  0.497
H12 -2.029 2.493 1.719  0.229
H13 -0.729 1.222 1.620  0.211
H14 -0.622 2.988 0.985  0.210
H15 2.064 3.237 -1.828  0.537
N1 2.228 -0.942 0.699  -0.865
N2 -1.296 -2.175 1.311  -0.882
N3 0.505 0.200 -0.941  -0.593
O1 -0.813 -1.725 -1.090  -0.671
O2 0.462 -1.892 2.797  -0.641
O3 -0.165 2.956 -2.815  -0.571
O4 -2.535 2.602 -0.973  -0.759
O5 1.396 2.502 -1.315  -0.717